# 1
90
Properties=species:S:1:pos:R:3:lowdin_charge:R:1 method="wB97M-V/def2-TZVPD" orbital_gap_ev=7.88 energy_ev=-83186.24534 mol_weight_g_mol=706.9 multiplicity=1 lumo_energy_ev=-1.43 total_charge=0
C -3.49 1.91 -1.00 -0.05
N -2.53 1.25 -0.08 -0.06
C -1.85 2.28 0.73 -0.06
B -3.12 0.19 0.68 -0.57
O -2.75 -0.13 1.96 0.16
C -4.22 -0.72 -0.03 0.00
C -5.55 -0.57 0.38 0.06
C -6.57 -1.30 -0.22 -0.07
C -6.28 -2.20 -1.25 -0.08
C -4.96 -2.37 -1.66 0.10
C -3.96 -1.63 -1.05 -0.13
N -2.61 -1.89 -1.52 0.11
C -1.85 -2.72 -0.63 -0.44
O -1.49 -2.49 0.46 0.24
F -1.62 -3.90 -1.24 0.15
C -1.90 -0.86 -2.15 -0.50
O -2.24 -0.29 -3.12 0.19
F -0.72 -0.63 -1.55 0.13
C -7.40 -2.94 -1.87 -0.33
O -7.27 -4.02 -2.40 0.13
C -8.71 -2.25 -1.81 0.00
C -9.01 -1.38 -0.84 -0.31
P -10.67 -0.57 -0.93 0.58
O -11.53 -1.76 -0.19 -0.35
Cl -10.57 0.83 0.56 0.27
C -7.98 -1.15 0.23 -0.36
O -8.26 -0.90 1.37 0.09
H -3.04 2.82 -1.38 0.09
H -4.42 2.19 -0.51 0.09
H -3.70 1.28 -1.86 0.08
H -1.34 1.85 1.58 0.07
H -2.55 3.06 1.04 0.10
H -1.10 2.77 0.12 0.09
H -2.86 0.58 2.59 0.11
H -5.79 0.12 1.18 0.14
H -4.72 -3.07 -2.45 0.14
H -9.41 -2.47 -2.62 0.12
H -11.98 -1.44 0.60 0.04
C 2.94 2.24 1.40 -0.16
C 3.33 3.36 2.36 -0.16
C 2.13 4.29 2.26 -0.20
O 1.00 3.46 1.99 -0.15
C 1.44 2.15 1.64 -0.21
H 3.46 1.30 1.57 0.10
H 3.14 2.54 0.36 0.11
H 3.43 2.96 3.37 0.09
H 4.27 3.85 2.10 0.12
H 2.25 5.00 1.43 0.12
H 1.95 4.86 3.17 0.11
H 1.22 1.47 2.47 0.12
H 0.90 1.80 0.76 0.10
C 5.62 -0.17 -2.54 -0.17
C 6.57 -0.71 -1.48 -0.17
C 6.14 0.09 -0.25 -0.20
O 4.75 0.34 -0.40 -0.16
C 4.34 0.02 -1.74 -0.21
H 5.48 -0.83 -3.39 0.11
H 5.98 0.80 -2.91 0.12
H 6.39 -1.77 -1.32 0.11
H 7.62 -0.57 -1.72 0.11
H 6.67 1.05 -0.19 0.12
H 6.30 -0.45 0.69 0.12
H 3.75 -0.90 -1.71 0.11
H 3.71 0.83 -2.11 0.12
C 0.67 -1.70 -4.53 -0.17
C 1.10 -2.99 -5.21 -0.16
C 1.94 -2.46 -6.36 -0.21
O 2.53 -1.24 -5.90 -0.14
C 1.91 -0.83 -4.68 -0.20
H 0.38 -1.82 -3.49 0.09
H -0.17 -1.25 -5.07 0.12
H 1.72 -3.58 -4.53 0.11
H 0.27 -3.61 -5.54 0.11
H 1.32 -2.24 -7.24 0.12
H 2.73 -3.15 -6.67 0.12
H 2.61 -1.00 -3.86 0.10
H 1.69 0.23 -4.74 0.12
C 4.45 0.16 6.68 -0.17
C 5.88 0.62 6.94 -0.17
C 6.24 1.25 5.60 -0.20
O 5.03 1.78 5.06 -0.15
C 3.92 1.29 5.81 -0.21
H 3.86 0.02 7.59 0.11
H 4.44 -0.78 6.13 0.11
H 5.90 1.37 7.73 0.11
H 6.55 -0.19 7.22 0.11
H 6.64 0.50 4.90 0.12
H 6.97 2.05 5.69 0.12
H 3.52 2.11 6.42 0.12
H 3.14 0.97 5.12 0.11

# 2
82
Properties=species:S:1:pos:R:3:lowdin_charge:R:1 method="wB97M-V/def2-TZVPD" orbital_gap_ev="3.89 / 3.89" e_above_lowest_kcal_mol=0.00 energy_ev=-71848.24326 mol_weight_g_mol=785.6 multiplicity=1 lumo_energy_ev="-4.61 / -4.61" total_charge=+1
Bi -0.34 -0.06 1.06 1.43
C -0.32 -3.26 2.88 -0.28
C 1.02 -3.32 2.40 -0.21
C 0.96 -1.80 4.12 -0.24
C -0.35 -2.32 3.95 -0.23
C 1.81 -2.41 3.16 -0.25
C -1.49 -3.99 2.35 -0.07
H -1.27 -4.41 1.36 0.06
H -2.36 -3.33 2.26 0.07
H -1.77 -4.82 3.01 0.09
C -1.55 -1.86 4.68 -0.03
H -2.48 -2.16 4.17 0.07
H -1.56 -0.76 4.77 0.06
H -1.60 -2.25 5.71 0.10
C 1.32 -0.72 5.07 -0.04
H 1.25 -1.06 6.12 0.10
H 0.65 0.14 4.95 0.06
H 2.35 -0.38 4.89 0.07
C 3.25 -2.13 2.99 -0.07
H 3.83 -2.62 3.79 0.09
H 3.45 -1.04 3.05 0.06
H 3.62 -2.50 2.02 0.06
C 1.50 -4.16 1.27 -0.05
H 1.91 -5.11 1.66 0.10
H 2.31 -3.66 0.71 0.07
H 0.69 -4.40 0.57 0.07
C -1.73 0.52 -4.69 -0.14
C -1.73 -0.82 -4.74 -0.15
C -0.94 -1.65 -5.70 -0.17
C 0.51 -1.14 -5.97 -0.18
C 1.23 -0.57 -4.79 -0.10
C 1.27 0.75 -4.53 -0.16
C 0.46 1.81 -5.23 -0.17
C -0.97 1.38 -5.65 -0.17
H -1.43 -1.72 -6.69 0.13
H 0.48 -0.41 -6.81 0.11
H -0.89 -2.68 -5.31 0.11
H -0.94 0.92 -6.65 0.11
H -2.44 1.04 -4.05 0.08
H -2.46 -1.39 -4.15 0.11
H -1.55 2.32 -5.78 0.12
H 0.39 2.68 -4.55 0.10
H 2.01 1.14 -3.83 0.10
H 0.95 2.17 -6.16 0.13
H 1.08 -2.01 -6.34 0.12
H 1.83 -1.27 -4.20 0.11
P -1.36 0.13 -1.30 0.70
P 1.61 1.29 0.04 0.71
C -0.29 1.33 -2.15 -0.41
C 0.79 2.13 -1.38 -0.35
H -0.93 2.03 -2.71 0.10
H 0.18 0.67 -2.90 0.03
H 1.58 2.43 -2.09 0.09
H 0.35 3.06 -1.01 0.09
C 2.42 2.47 1.15 -0.21
H 3.05 1.93 1.87 0.07
H 1.69 3.07 1.71 0.05
H 3.06 3.14 0.55 0.07
C 2.90 0.11 -0.51 -0.23
H 3.63 0.65 -1.15 0.07
H 2.46 -0.72 -1.09 0.04
H 3.42 -0.31 0.37 0.05
C -3.13 0.41 -1.51 -0.23
H -3.67 -0.34 -0.90 0.07
H -3.47 0.30 -2.55 0.04
H -3.40 1.41 -1.15 0.07
C -0.93 -1.59 -1.84 -0.24
H 0.04 -1.94 -1.45 0.03
H -0.88 -1.71 -2.93 0.01
H -1.72 -2.27 -1.47 0.07
F -2.44 5.97 5.25 0.11
C -1.91 4.91 4.60 -0.13
C -1.57 5.02 3.25 -0.14
F -1.70 6.21 2.62 0.11
C -1.10 3.90 2.60 -0.14
F -0.70 4.02 1.31 0.06
C -1.03 2.63 3.21 -0.30
O -0.71 1.55 2.56 -0.40
C -1.29 2.61 4.61 -0.11
F -1.08 1.46 5.31 0.07
C -1.75 3.71 5.29 -0.13
F -2.05 3.63 6.61 0.12

# 3
80
Properties=species:S:1:pos:R:3:lowdin_charge:R:1 method="wB97M-V/def2-TZVPD" orbital_gap_ev="6.99 / 6.39" s_squared=3.788 e_above_lowest_kcal_mol=2.61 energy_ev=-171851.44724 mol_weight_g_mol=664.5 multiplicity=4 lumo_energy_ev="-6.25 / -6.94" total_charge=+2
C -3.71 -1.80 -2.28 0.00
C -2.36 -2.11 -2.06 -0.22
C -1.57 -2.67 -3.12 0.01
C -2.25 -2.90 -4.31 -0.13
N -3.50 -2.62 -4.45 0.10
C -4.25 -2.09 -3.53 -0.10
C -1.86 -1.69 -0.79 0.06
C -1.53 -1.53 0.43 -0.04
C -1.58 -2.15 1.67 -0.24
C -0.97 -1.35 2.74 -0.23
C -0.21 -2.11 3.72 -0.11
C -0.02 -3.44 3.44 -0.67
C -0.91 -4.19 2.69 -0.05
C -1.82 -3.53 1.85 0.04
Co 0.47 -0.44 1.85 0.35
P -0.32 1.14 -0.85 0.95
H -0.48 -2.91 -3.02 0.13
H -4.32 -1.36 -1.48 0.13
H -1.72 -3.34 -5.12 0.11
H -5.25 -1.91 -3.67 0.10
H -2.59 -4.04 1.24 0.15
H -1.20 -0.26 2.94 0.07
H -0.87 -5.25 2.78 0.12
H 0.30 -1.57 4.51 0.12
C 0.43 2.86 -0.88 -0.41
C 0.60 3.63 -2.18 -0.14
H 1.41 2.75 -0.40 0.05
H -0.19 3.44 -0.18 0.07
H 1.10 4.58 -1.97 0.08
H 1.24 3.11 -2.90 0.07
H -0.32 3.90 -2.69 0.05
C 0.19 0.52 -2.54 -0.40
C -0.63 0.73 -3.80 -0.13
H 0.30 -0.56 -2.37 0.04
H 1.20 0.92 -2.72 0.05
H -0.16 0.20 -4.63 0.08
H -1.65 0.33 -3.73 0.07
H -0.69 1.78 -4.14 0.07
C -2.09 1.61 -1.14 -0.39
C -2.43 2.80 -2.05 -0.13
H -2.49 1.82 -0.14 0.04
H -2.58 0.70 -1.51 0.05
H -3.52 2.91 -2.12 0.08
H -2.05 3.75 -1.66 0.07
H -2.09 2.68 -3.08 0.05
Br 1.73 -4.08 3.85 0.82
P 2.45 -0.68 0.50 0.92
C 3.12 0.25 -0.94 -0.36
C 4.66 0.41 -0.89 -0.12
H 2.66 1.24 -0.98 0.05
H 2.85 -0.26 -1.87 0.08
H 5.04 0.91 -1.80 0.09
H 4.97 1.01 -0.01 0.08
H 5.16 -0.58 -0.81 0.07
C 3.34 -0.14 2.00 -0.41
C 4.59 -0.97 2.31 -0.13
H 2.67 -0.23 2.88 0.04
H 3.59 0.93 1.92 0.10
H 5.10 -0.58 3.21 0.09
H 4.33 -2.02 2.52 0.07
H 5.30 -0.95 1.48 0.07
C 2.47 -2.46 0.25 -0.40
C 3.73 -3.07 -0.37 -0.13
H 1.60 -2.69 -0.39 0.08
H 2.27 -2.94 1.23 0.04
H 3.64 -4.17 -0.46 0.09
H 3.94 -2.68 -1.38 0.08
H 4.62 -2.87 0.24 0.07
S 0.44 1.59 2.97 0.72
C -1.10 2.39 2.97 -0.62
N -1.16 3.56 3.72 0.07
C -2.32 4.17 4.11 0.00
C -3.48 3.71 3.54 -0.02
C -3.49 2.59 2.69 0.01
C -2.29 1.92 2.42 -0.09
H -0.25 3.84 4.12 0.15
H -2.18 4.98 4.83 0.15
H -4.38 4.26 3.75 0.12
H -4.42 2.23 2.25 0.14
H -2.29 1.00 1.79 0.09